The following is a quantum chemistry calculation of a molecular structure, C11H16BiBrClINO2P, from the OMol25 dataset.

Cartesian coordinates (Å):
C -4.003 2.866 -5.530
C -3.736 1.808 -4.504
H -4.841 2.569 -6.175
H -3.101 3.014 -6.140
H -4.244 3.810 -5.022
O -4.336 0.746 -4.354
I -2.090 2.305 -3.191
Bi -0.209 0.157 0.583
P 1.579 -1.051 -1.012
C 1.741 -2.821 -0.857
C 1.029 -0.661 -2.678
H 3.089 0.815 -0.857
H 3.814 -0.677 -1.553
H 3.571 -0.540 0.220
C 3.174 -0.275 -0.767
H 0.898 0.422 -2.807
H 1.814 -1.031 -3.341
H 2.470 -3.104 -1.619
H 0.780 -3.311 -1.042
H 0.079 -1.164 -2.904
H 2.110 -3.075 0.142
C -0.532 -1.942 1.344
O -0.735 -2.910 1.890
Cl 0.526 2.310 -0.494
Br 0.071 -2.584 6.095
C 0.150 -0.927 5.156
C -0.011 0.316 5.741
C -0.020 1.463 4.935
C 0.067 1.337 3.545
N 0.257 0.105 2.992
C 0.364 -0.994 3.791
H -0.136 0.361 6.817
H -0.114 2.443 5.352
H -0.010 2.191 2.865
H 0.538 -1.972 3.379

Values from the calculation:
E_HOMO	-14.1	eV
relative energy (zero: lowest compared OMol25 entry of this formula, charge and spin)	167.0	kJ/mol
orbital gap	5.07	eV
maximum force	5.76	eV/Å
net charge	+2